(1)
Below is a structure of composition C33H30I2IrNO2P2, with properties calculated with ωB97M-V/def2-TZVPD.

Element x y z (Å)
1 Ir -0.6872 0.8200 -0.2889
2 C -1.0207 -2.9598 1.8102
3 C -1.4923 -1.7534 1.0586
4 O -0.5596 -0.9818 0.6851
5 C -2.8719 -1.5223 0.7806
6 C -3.8325 -2.4425 1.2898
7 C -5.1636 -2.3141 1.0302
8 C -5.6036 -1.2478 0.2225
9 C -4.7148 -0.3426 -0.2892
10 C -3.3361 -0.4520 -0.0287
11 O -2.5961 0.4821 -0.6060
12 H 0.0520 -2.8821 1.9653
13 H -1.2332 -3.8678 1.2432
14 H -1.5239 -3.0463 2.7728
15 H -3.4977 -3.2700 1.8979
16 H -5.8714 -3.0279 1.4262
17 H -6.6577 -1.1436 -0.0005
18 H -5.0356 0.4758 -0.9200
19 C -1.9172 4.9966 0.1591
20 N -1.6494 3.5664 -0.0567
21 P -1.1943 2.4662 1.1111
22 C 0.0946 3.1866 2.1154
23 C 1.1715 3.7934 1.4573
24 C 2.1859 4.3808 2.1881
25 C 2.1320 4.3721 3.5792
26 C 1.0587 3.7909 4.2358
27 C 0.0338 3.1997 3.5101
28 C -2.5539 1.9298 2.1226
29 C -2.3650 0.8369 2.9741
30 C -3.4293 0.3576 3.7182
31 C -4.6779 0.9590 3.6071
32 C -4.8684 2.0317 2.7468
33 C -3.8099 2.5147 1.9925
34 P -1.1243 2.7608 -1.4620
35 C 0.0250 3.8385 -2.3250
36 C -0.5276 4.9078 -3.0411
37 C 0.2969 5.8065 -3.6962
38 C 1.6750 5.6360 -3.6669
39 C 2.2299 4.5641 -2.9835
40 C 1.4078 3.6715 -2.3125
41 C -2.4950 2.5830 -2.5957
42 C -3.7462 3.1282 -2.3336
43 C -4.7668 2.9773 -3.2614
44 C -4.5397 2.2707 -4.4341
45 C -3.2916 1.7152 -4.6892
46 C -2.2644 1.8759 -3.7747
47 H -1.6114 5.2737 1.1672
48 H -2.9753 5.2238 0.0367
49 H -1.3385 5.5931 -0.5442
50 H 1.2091 3.8218 0.3716
51 H 3.0140 4.8550 1.6789
52 H 2.9242 4.8375 4.1504
53 H 1.0086 3.8075 5.3160
54 H -0.8104 2.7746 4.0316
55 H -1.3914 0.3606 3.0469
56 H -3.2892 -0.4834 4.3842
57 H -5.5080 0.5849 4.1915
58 H -5.8442 2.4898 2.6587
59 H -3.9653 3.3345 1.3020
60 H -1.6029 5.0288 -3.1054
61 H -0.1379 6.6317 -4.2435
62 H 2.3162 6.3321 -4.1909
63 H 3.3014 4.4170 -2.9792
64 H 1.8602 2.8409 -1.7947
65 H -3.9331 3.6578 -1.4070
66 H -5.7389 3.4113 -3.0689
67 H -5.3369 2.1546 -5.1558
68 H -3.1185 1.1652 -5.6041
69 H -1.2853 1.4592 -3.9871
70 I 1.9243 0.8058 0.0967
71 I 2.0545 0.0101 2.6272

* M: 980.58 g/mol
* max |F|: 0.349 eV/A
* net charge: +2
* ΔE to the lowest compared entry with this formula, charge and spin: 0.00 kJ/mol
* frontier orbital gap: 6.37 eV
* HOMO level: -13.720 eV

Here are the Mulliken charges for atoms 1 to 5, given in e:
1. Ir 1.971
2. C -1.715
3. C 1.683
4. O -0.388
5. C 0.199


(2)
Below is an isolated molecule of C4H13N3 at a distorted geometry, with properties calculated with ωB97M-V/def2-TZVPD.

Element x y z (Å)
1 N 2.6034 1.2016 -1.0829
2 C 1.7158 0.0505 -1.1017
3 C 1.3015 -0.4642 0.2770
4 C -0.0896 -1.0515 0.4846
5 N -1.1458 -0.5908 -0.4504
6 C -2.4233 -0.3414 0.2203
7 N -2.6235 0.9983 0.7670
8 H 3.4360 1.0283 -0.5311
9 H 2.1810 2.0785 -0.8023
10 H 0.8354 0.2617 -1.7068
11 H 2.2667 -0.7199 -1.6343
12 H 2.0258 -1.1891 0.6754
13 H 1.4717 0.3050 1.0433
14 H -0.4010 -0.8646 1.5266
15 H -0.1383 -2.1433 0.5059
16 H -0.8338 0.3009 -0.8081
17 H -3.2330 -0.5878 -0.4711
18 H -2.5431 -1.0286 1.0617
19 H -2.3120 1.0342 1.7277
20 H -2.0940 1.7222 0.2993

* M: 103.17 g/mol
* max |F|: 1.350 eV/A
* ΔE to the lowest compared entry with this formula, charge and spin: 116.40 kJ/mol
* SMILES string: NCCCNCN
* frontier orbital gap: 9.80 eV
* HOMO level: -8.862 eV

Here are the natural (NBO) charges for atoms 1 to 5, given in e:
1. N -0.839
2. C -0.222
3. C -0.446
4. C -0.217
5. N -0.629


(3)
Below is a structure of composition C16H16AuF3N3O2S2, with properties calculated with ωB97M-V/def2-TZVPD.

Element x y z (Å)
1 Au 0.0590 0.0483 0.8722
2 C 2.1388 -0.0999 -1.8419
3 C 2.7493 -0.8244 -0.6930
4 C 3.9996 -1.4583 -0.8581
5 C 4.5486 -2.1581 0.1705
6 C 3.8432 -2.2754 1.3834
7 C 4.3496 -3.0270 2.4731
8 C 3.6337 -3.1629 3.6367
9 C 2.3831 -2.5645 3.7453
10 C 1.8375 -1.8120 2.6953
11 S 0.2683 -1.2062 2.8793
12 C 2.5981 -1.6314 1.4850
13 N 2.0980 -0.8843 0.4642
14 H 2.7781 -0.1611 -2.7184
15 H 1.9686 0.9472 -1.5967
16 H 1.1683 -0.5395 -2.0789
17 H 4.5060 -1.3741 -1.8086
18 H 5.5117 -2.6424 0.0646
19 H 5.3187 -3.4994 2.3701
20 H 4.0310 -3.7399 4.4597
21 H 1.7987 -2.6832 4.6486
22 F -4.4186 -1.2136 1.8199
23 C -4.0189 -1.4185 0.5676
24 F -4.1958 -2.7020 0.2692
25 F -4.8139 -0.6865 -0.2458
26 C -2.5498 -0.9856 0.3306
27 O -1.9594 -1.4266 -0.6518
28 O -2.1136 -0.1470 1.1794
29 C -1.9072 4.6591 -0.7530
30 N -2.2395 3.3494 -1.2692
31 C -3.4425 3.1454 -2.0832
32 C -3.4274 1.6333 -2.3624
33 N -2.1631 1.2194 -1.7493
34 C -1.5603 2.2200 -1.1213
35 S -0.0414 2.1428 -0.3234
36 H -1.6975 5.3478 -1.5725
37 H -1.0331 4.5877 -0.1125
38 H -2.7455 5.0428 -0.1721
39 H -3.3838 3.7436 -2.9933
40 H -4.3227 3.4579 -1.5217
41 H -3.4207 1.4107 -3.4274
42 H -4.2631 1.1157 -1.8999
43 H -1.8700 0.2528 -1.6602

* M: 600.42 g/mol
* max |F|: 0.257 eV/A
* net charge: +1
* ΔE to the lowest compared entry with this formula, charge and spin: 20.07 kJ/mol
* <S²>: 2.04
* frontier orbital gap (alpha / beta): 7.41 / 5.93 eV
* HOMO level (alpha / beta): -11.321 / -12.013 eV
* multiplicity: 3

Here are the Mulliken charges for atoms 1 to 5, given in e:
1. Au 0.793
2. C -1.387
3. C 1.099
4. C -0.779
5. C -0.692


(4)
Below is a structure of composition C5H7CaO3 at a distorted geometry, with properties calculated with ωB97M-V/def2-TZVPD.

Element x y z (Å)
1 O 0.1201 -1.1050 0.2582
2 C 0.7546 -0.1067 -0.3508
3 O 2.0001 -0.2153 -0.2937
4 Ca 2.1229 -2.1540 0.5746
5 O 0.1055 0.9340 -0.6603
6 C -1.3567 -1.0833 0.4440
7 H -1.5614 -0.2929 1.1724
8 H -1.7681 -0.8058 -0.5369
9 C -1.7980 -2.4151 0.8857
10 H -1.6145 -3.2840 0.2535
11 H -2.3619 -2.5233 1.8099
12 C 0.9197 2.2295 -1.0381
13 C 0.7820 3.3722 -0.2370
14 H 0.5853 2.4687 -2.0635
15 H 1.9929 1.7477 -1.0351
16 H 1.0776 3.2335 0.8171

* M: 155.19 g/mol
* max |F|: 3.055 eV/A
* net charge: +2
* ΔE to the lowest compared entry with this formula, charge and spin: 412.70 kJ/mol
* <S²>: 0.75
* frontier orbital gap (alpha / beta): 6.61 / 6.47 eV
* HOMO level (alpha / beta): -15.849 / -15.855 eV
* multiplicity: 2

Here are the natural (NBO) charges for atoms 1 to 5, given in e:
1. O -0.635
2. C 1.023
3. O -0.822
4. Ca 1.910
5. O -0.457


(5)
Below is a structure of composition C65H84BN15O5S at a distorted geometry, with properties calculated with ωB97M-V/def2-TZVPD.

Element x y z (Å)
1 C 9.0220 3.8913 1.8289
2 C 7.9421 3.6952 0.7750
3 O 6.8063 3.1704 1.4264
4 C 5.9589 2.3829 0.5944
5 C 4.6600 3.1468 0.4639
6 O 3.7228 2.4547 -0.3691
7 C 2.4122 2.6781 0.1145
8 C 1.3947 2.4740 -0.9814
9 O 0.1350 2.1555 -0.3767
10 C -0.7528 1.5564 -1.3169
11 C -2.1510 1.5611 -0.7836
12 C -2.8767 2.7635 -0.5915
13 C -4.1320 2.7599 -0.1224
14 B -4.9698 4.0840 0.1284
15 O -5.0482 4.7101 1.3262
16 O -5.6344 4.6614 -0.9480
17 C -4.7231 1.5208 0.1680
18 N -5.9736 1.3696 0.6125
19 S -6.1504 -0.1978 0.7947
20 N -4.7306 -0.7706 0.3433
21 C -4.0219 0.3179 0.0106
22 C -2.7130 0.3917 -0.4764
23 H 9.4047 2.9284 2.1449
24 H 9.8350 4.5113 1.4636
25 H 8.5674 4.3962 2.6746
26 H 7.7476 4.6687 0.3195
27 H 8.3392 3.0229 0.0143
28 H 5.7354 1.4943 1.1779
29 H 6.4279 2.1297 -0.3513
30 H 4.2436 3.1957 1.4673
31 H 4.8249 4.1450 0.0578
32 H 2.3288 3.7139 0.4451
33 H 2.2371 1.9764 0.9318
34 H 1.6754 1.6969 -1.6891
35 H 1.2613 3.3958 -1.5507
36 H -0.4500 0.5452 -1.5887
37 H -0.7291 2.1572 -2.2326
38 H -2.3996 3.6958 -0.8482
39 H -5.1333 4.0618 2.0401
40 H -4.9467 4.9046 -1.5804
41 H -2.1461 -0.5167 -0.6061
42 N 0.1439 4.0630 1.3862
43 C 0.9874 4.4221 2.3985
44 C 0.5265 5.5981 2.9368
45 C -0.6452 5.9559 2.2136
46 C -0.8483 4.9895 1.2693
47 H 0.2292 3.2372 0.8113
48 H 1.8376 3.8129 2.6540
49 H 0.9771 6.1338 3.7564
50 H -1.2705 6.8204 2.3706
51 H -1.6196 4.8842 0.5296
52 N -2.3469 5.1640 4.7588
53 C -2.4930 4.5497 5.9714
54 C -3.8326 4.3778 6.2007
55 C -4.5224 4.9042 5.0757
56 C -3.5760 5.3835 4.2060
57 H -1.4696 5.4104 4.3336
58 H -1.6341 4.2854 6.5645
59 H -4.2699 3.9209 7.0724
60 H -5.5896 4.9266 4.9236
61 H -3.6748 5.8549 3.2433
62 N -1.2900 -2.6378 -2.9910
63 C -0.4762 -3.2955 -3.8791
64 C -0.9691 -3.0786 -5.1393
65 C -2.1186 -2.2599 -5.0050
66 C -2.2956 -2.0033 -3.6737
67 H -1.1671 -2.6272 -1.9951
68 H 0.3768 -3.8574 -3.5365
69 H -0.5541 -3.4599 -6.0575
70 H -2.7496 -1.9013 -5.8004
71 H -3.0441 -1.4241 -3.1594
72 N 4.1966 -1.7998 3.4872
73 C 2.9711 -1.2178 3.6675
74 C 2.7279 -0.4099 2.5909
75 C 3.8509 -0.5133 1.7191
76 C 4.7366 -1.3827 2.2995
77 H 4.6324 -2.4368 4.1285
78 H 2.3820 -1.4247 4.5442
79 H 1.8444 0.1893 2.4449
80 H 3.9866 -0.0051 0.7775
81 H 5.7009 -1.7352 1.9752
82 N 3.8073 -4.2728 0.0252
83 C 4.1123 -4.4826 1.3365
84 C 4.3839 -5.8153 1.4975
85 C 4.2389 -6.4354 0.2263
86 C 3.8855 -5.4537 -0.6601
87 H 3.5626 -3.3833 -0.3728
88 H 4.1066 -3.6693 2.0356
89 H 4.6531 -6.2898 2.4267
90 H 4.3760 -7.4785 -0.0098
91 H 3.6816 -5.4930 -1.7110
92 N -7.8993 2.4013 4.6128
93 C -7.4764 2.4643 5.9130
94 C -6.2783 1.8083 5.9980
95 C -5.9627 1.3336 4.6964
96 C -6.9813 1.7157 3.8641
97 H -8.7515 2.7966 4.2621
98 H -8.0621 2.9685 6.6622
99 H -5.6909 1.6839 6.8917
100 H -5.0866 0.7771 4.4058
101 H -7.1303 1.5648 2.8122
102 N 3.2861 -5.3958 -7.5299
103 C 3.5761 -5.3274 -8.8654
104 C 2.5013 -4.7621 -9.5006
105 C 1.5261 -4.4749 -8.5070
106 C 2.0416 -4.8763 -7.3039
107 H 3.8941 -5.7702 -6.8234
108 H 4.5172 -5.6844 -9.2476
109 H 2.4228 -4.5740 -10.5583
110 H 0.5594 -4.0249 -8.6597
111 H 1.6303 -4.8348 -6.3138
112 N 2.0733 -7.3755 -11.5952
113 C 2.8758 -8.0252 -12.4917
114 C 2.3710 -7.8064 -13.7458
115 C 1.2186 -6.9879 -13.5991
116 C 1.0641 -6.7386 -12.2612
117 H 2.2039 -7.3633 -10.5995
118 H 3.7336 -8.5858 -12.1619
119 H 2.7813 -8.1887 -14.6652
120 H 0.5784 -6.6242 -14.3851
121 H 0.3255 -6.1652 -11.7277
122 N 2.1717 8.3987 5.4385
123 C 3.1952 9.2992 5.5510
124 C 4.2189 8.6893 6.2242
125 C 3.7977 7.3657 6.5271
126 C 2.5323 7.2172 6.0276
127 H 1.2914 8.5781 4.9927
128 H 3.1068 10.2918 5.1447
129 H 5.1650 9.1399 6.4722
130 H 4.3599 6.6112 7.0508
131 H 1.8598 6.3765 6.0417
132 N -2.7609 -2.3111 2.3021
133 C -2.3593 -2.2120 3.6042
134 C -1.1345 -2.8167 3.7148
135 C -0.7827 -3.2973 2.4241
136 C -1.8074 -2.9681 1.5762
137 H -3.6260 -1.9572 1.9298
138 H -2.9761 -1.7221 4.3382
139 H -0.5556 -2.9048 4.6187
140 H 0.1164 -3.8244 2.1507
141 H -1.9415 -3.1465 0.5223
142 N 6.0448 -8.8615 2.5619
143 C 6.3504 -9.0678 3.8791
144 C 6.6208 -10.3995 4.0444
145 C 6.4769 -11.0210 2.7742
146 C 6.1233 -10.0454 1.8814
147 H 5.8016 -7.9780 2.1539
148 H 6.3484 -8.2530 4.5825
149 H 6.8926 -10.8760 4.9711
150 H 6.6173 -12.0635 2.5441
151 H 5.9209 -10.0919 0.8252
152 N -8.1829 -4.8063 0.8542
153 C -7.2701 -3.7905 0.9312
154 C -6.1776 -4.2580 1.6115
155 C -6.4410 -5.6113 1.9558
156 C -7.6838 -5.9198 1.4732
157 H -9.0805 -4.7445 0.4121
158 H -7.4775 -2.8284 0.4961
159 H -5.2865 -3.6972 1.8379
160 H -5.7911 -6.2796 2.4947
161 H -8.2539 -6.8315 1.5167
162 N -5.8480 7.2409 -3.1721
163 C -4.6536 7.8840 -3.3550
164 C -4.8449 8.8712 -4.2835
165 C -6.2110 8.8249 -4.6729
166 C -6.8020 7.8108 -3.9683
167 H -6.0023 6.4695 -2.5492
168 H -3.7732 7.5855 -2.8111
169 H -4.0918 9.5520 -4.6427
170 H -6.7020 9.4638 -5.3873
171 H -7.8148 7.4469 -3.9652

* M: 1198.37 g/mol
* max |F|: 1.867 eV/A
* frontier orbital gap: 6.82 eV
* HOMO level: -8.035 eV

Here are the Mulliken charges for atoms 1 to 5, given in e:
1. C -1.237
2. C -0.146
3. O -0.339
4. C -0.318
5. C -0.234


(6)
Below is a structure of composition C9H8BrClHgN2OS at a distorted geometry, with properties calculated with ωB97M-V/def2-TZVPD.

Element x y z (Å)
1 C 2.5046 -0.1391 0.9746
2 C 1.4625 0.9492 0.6998
3 Br 2.0935 2.7435 1.1515
4 C 0.9094 0.9170 -0.7542
5 C -0.3600 0.1688 -0.6298
6 C -1.5363 0.8271 -0.3802
7 Cl -1.5615 2.5091 -0.2205
8 C -2.7428 0.1250 -0.2444
9 O -3.8917 0.7757 -0.0063
10 C -2.7491 -1.2281 -0.3871
11 C -1.5861 -1.9214 -0.6218
12 N -1.4320 -3.2400 -0.7568
13 S 0.0902 -3.5499 -0.9882
14 N 0.6802 -2.0138 -0.9501
15 C -0.3602 -1.2518 -0.7437
16 H 2.9856 -0.4646 0.0648
17 H 3.2278 0.1979 1.7080
18 H 2.0139 -1.0095 1.3895
19 H 0.6329 0.7467 1.3810
20 H 0.7460 1.9102 -1.1373
21 H 1.5723 0.3737 -1.4133
22 H -3.7630 1.3706 0.7458
23 H -3.6894 -1.7547 -0.3123
24 Hg 4.7533 2.9584 1.4309

* M: 508.19 g/mol
* max |F|: 2.022 eV/A
* net charge: +2
* frontier orbital gap: 2.62 eV
* HOMO level: -14.847 eV

Here are the Mulliken charges for atoms 1 to 5, given in e:
1. C -1.331
2. C 0.366
3. Br 0.053
4. C -1.643
5. C 0.286